Here is a cluster of 17 separate species, C48H137N19O24 in total from the Open Molecules 2025 dataset. Energies are from ωB97M-V/def2-TZVPD.

```
228
Properties=species:S:1:pos:R:3:forces:R:3:mulliken_charge:R:1
C 5.10863 3.27139 -0.15013 0.14 -1.01 -1.26 0.04
O 5.89509 4.24969 0.42868 1.09 1.23 0.72 -0.52
C 6.29771 5.28825 -0.48587 -1.56 0.97 0.27 0.37
C 6.65265 6.59044 0.30531 1.39 -1.93 0.42 -1.11
N 7.94613 6.49171 1.02883 -0.59 0.36 -0.82 -0.38
C 9.10211 6.42501 0.16152 -0.14 -0.49 1.35 -0.52
C 10.21383 5.94048 1.10917 0.84 0.40 -1.90 -0.64
O 9.98028 4.70046 1.79157 0.09 0.70 -0.42 -0.30
C 11.20067 4.15695 2.32131 -1.15 0.40 0.56 -0.77
H 4.87227 2.37657 0.42567 0.37 0.57 1.08 0.19
H 5.70540 2.83844 -0.95295 -0.42 -0.03 -0.77 0.09
H 4.13487 3.63685 -0.47623 0.05 0.30 -0.35 -0.11
H 5.45772 5.51809 -1.14137 -0.75 0.24 0.19 -0.01
H 6.99979 5.04130 -1.28224 0.92 -0.70 0.63 0.23
H 5.89831 6.77657 1.06978 -0.26 0.15 -0.38 0.34
H 6.79257 7.41898 -0.38899 -0.45 0.08 -0.02 0.40
H 8.05847 5.68902 1.63147 -0.96 -0.21 0.13 0.34
H 9.34279 7.41344 -0.22985 0.31 0.25 0.22 0.35
H 9.02217 5.80793 -0.73342 -0.22 -0.59 0.03 0.29
H 10.43633 6.80768 1.73091 0.00 -0.36 0.83 0.34
H 11.04429 5.86447 0.40728 0.70 -0.45 0.28 0.41
H 11.68574 4.96434 2.86987 0.80 0.01 -0.48 0.33
H 11.75604 3.61803 1.55369 0.37 0.46 -0.03 0.28
H 10.96949 3.44844 3.11672 -0.46 -0.21 -0.24 0.24
C -0.00566 -1.83651 1.17719 0.36 -1.83 1.70 -0.38
O -0.67568 -0.77774 0.67570 -0.55 1.48 -2.10 1.07
C -0.91285 -0.92911 -0.71844 0.52 -1.66 0.37 -0.20
C -1.23837 0.34610 -1.32327 -0.26 2.22 0.53 -0.79
N -0.20322 1.35947 -0.94833 -1.30 0.29 -0.37 0.82
C 0.84493 1.35266 -1.88731 2.58 0.62 -0.73 -0.52
C 2.11364 2.12361 -1.40327 -0.78 0.14 -2.03 -0.02
O 2.73884 1.49955 -0.35627 0.64 0.48 2.23 -0.52
C 3.46229 0.31403 -0.57628 -0.74 -0.48 -0.32 0.06
H -0.75374 -2.49864 1.61315 0.16 -0.52 0.44 -0.07
H 0.67429 -1.50384 1.96148 0.02 0.00 0.12 -0.24
H 0.56982 -2.44656 0.48094 0.14 0.30 -0.49 0.05
H -1.62625 -1.72690 -0.92505 -0.55 0.03 0.14 0.84
H -0.00558 -1.27581 -1.21318 0.52 -0.17 0.15 -0.37
H -2.19618 0.75582 -1.00260 -0.23 -0.25 0.10 -0.70
H -1.29777 0.20562 -2.40254 0.14 0.27 -0.09 0.44
H 0.24962 1.15369 -0.06931 -0.55 -0.32 0.44 -0.19
H 0.57103 1.74151 -2.86806 -0.28 0.07 -0.08 0.88
H 1.22254 0.33982 -2.02755 0.05 -0.46 -0.54 -0.19
H 1.89471 3.17184 -1.19983 -0.42 -0.07 0.99 -0.83
H 2.81247 2.28449 -2.22417 0.19 -0.65 -0.53 0.52
H 2.69769 -0.44257 -0.75244 0.44 -0.66 -0.35 0.08
H 4.02144 0.00581 0.30716 -0.24 0.59 0.26 -0.01
H 4.20412 0.35883 -1.37363 -0.16 0.22 -0.41 0.27
C -0.99093 1.41882 2.36164 1.60 -1.07 0.00 -0.12
O -1.29956 1.92927 3.61739 -1.29 1.03 0.16 -0.41
C -2.32695 2.91354 3.51244 -0.83 -0.27 1.59 0.37
C -2.79608 3.26567 4.92039 -0.67 0.76 0.69 -1.31
N -3.58764 2.22587 5.62069 1.15 -0.66 -0.55 0.16
C -3.50082 2.34044 7.07472 -1.39 0.64 -0.70 -0.67
C -4.23149 1.17741 7.77977 1.74 -0.18 0.75 -0.53
O -3.35614 0.02437 7.70192 0.08 1.60 0.26 -0.29
C -3.86544 -1.16827 8.23245 -0.25 -0.24 -1.02 -0.78
H -1.79962 1.01539 1.75224 -0.43 0.51 0.21 0.25
H -0.35483 0.55850 2.56981 0.03 -0.09 -0.07 -0.34
H -0.34426 2.10993 1.82102 -0.27 0.31 -0.41 0.34
H -3.21208 2.51446 3.01707 0.07 -0.33 -0.41 -0.51
H -2.03912 3.83288 3.00246 0.48 -0.02 -0.16 0.62
H -3.43277 4.15039 4.91763 -0.22 0.15 -0.56 0.50
H -1.97396 3.63450 5.53374 0.68 -0.37 0.13 0.43
H -3.03359 1.39167 5.48940 -0.17 -0.57 -0.73 -0.16
H -3.95449 3.29960 7.32432 -0.40 -0.03 0.37 0.50
H -2.45568 2.48715 7.34722 0.22 -0.62 0.68 0.41
H -5.23739 0.89087 7.47291 0.01 0.39 -0.71 0.19
H -4.31551 1.45759 8.82979 -0.04 -0.01 0.30 0.41
H -3.01365 -1.84748 8.26761 -0.23 -0.18 0.11 0.24
H -4.58507 -1.49082 7.47999 -0.31 -0.77 0.25 0.25
H -4.36418 -1.11573 9.20022 0.17 0.38 0.19 0.36
C -7.77475 1.39793 5.27868 0.49 0.16 -1.50 -0.59
O -7.87477 0.27354 4.38808 1.26 -1.57 0.96 -0.45
C -6.68284 -0.65848 4.43966 -0.05 0.92 -1.20 -0.31
C -5.72093 -0.32524 3.25342 -0.67 0.86 0.21 0.17
N -6.11427 -0.92758 1.95000 1.18 0.16 -0.11 -0.37
C -5.05802 -0.75900 0.90351 -0.36 0.10 0.45 -0.24
C -5.07925 0.55443 0.12549 0.59 -0.30 -0.12 0.29
O -4.57197 1.58298 0.93218 -0.34 0.50 0.77 -0.01
C -4.53801 2.90545 0.43980 0.12 -0.13 -0.52 -0.68
H -8.71353 1.94941 5.33017 -0.48 -0.80 0.32 0.31
H -7.17353 2.15272 4.77179 0.80 0.05 0.31 0.21
H -7.35872 1.14537 6.25399 -0.17 -0.01 0.02 0.22
H -6.96127 -1.71089 4.38481 -0.83 0.17 -0.34 0.36
H -6.14153 -0.62920 5.38529 -0.06 0.75 0.18 -0.07
H -4.66470 -0.53001 3.42815 -0.14 -0.83 0.33 -0.01
H -5.64972 0.76234 3.23933 -0.43 0.40 -0.33 0.13
H -6.96806 -0.52896 1.58634 -0.27 0.02 0.31 0.43
H -5.07830 -1.54622 0.14987 -0.47 -0.26 0.06 0.56
H -4.11368 -0.91180 1.42598 0.27 0.35 -0.16 -0.64
H -6.07397 0.69840 -0.29630 -0.53 0.47 0.40 0.35
H -4.46010 0.48754 -0.76909 0.38 -0.32 -0.25 -0.20
H -4.12130 2.95807 -0.56602 0.44 -0.17 -0.19 0.15
H -3.90894 3.48731 1.11346 -0.08 -0.05 -0.09 0.14
H -5.50042 3.40456 0.32684 -0.46 -0.24 0.43 0.31
C 1.36486 -13.32877 1.36319 -0.08 1.02 -1.21 -0.81
O 1.36254 -11.95695 1.79867 0.73 -1.53 0.31 -0.36
C 2.27560 -11.20440 0.98137 0.05 -1.58 2.58 -0.51
C 1.48652 -10.59711 -0.03431 -0.40 3.21 -2.98 -0.50
N 0.80611 -9.33117 0.34665 -0.28 0.54 -0.63 -0.39
C 0.55330 -8.47388 -0.87208 -0.09 -0.65 0.41 -0.74
C -0.37090 -7.29494 -0.51804 0.74 -1.75 -1.18 -0.44
O 0.42859 -6.17312 -0.19557 -0.96 -1.32 0.47 -0.53
C -0.31624 -5.32261 0.62673 1.33 1.16 1.79 -0.90
H 2.37055 -13.74468 1.30222 0.16 -0.39 1.35 0.32
H 1.19482 -13.37005 0.28732 -0.82 0.24 -0.44 0.32
H 0.55724 -13.89692 1.82475 0.56 0.03 0.41 0.30
H 3.06176 -11.82255 0.54785 -0.05 -0.42 0.00 0.38
H 2.79319 -10.51521 1.64861 -0.22 0.38 -0.19 0.29
H 0.74258 -11.20719 -0.54661 0.30 -0.75 0.17 0.36
H 2.21784 -10.30974 -0.78974 -0.02 0.17 -0.54 0.26
H -0.14664 -9.62218 0.51303 -0.15 -0.07 0.93 0.25
H 0.04243 -9.14812 -1.55948 -0.08 0.27 -0.71 0.43
H 1.49531 -8.14532 -1.31112 -0.02 0.05 0.06 0.38
H -1.01628 -7.76957 0.22109 0.09 0.98 1.13 0.36
H -1.09997 -7.03057 -1.28398 0.25 0.06 -0.61 0.38
H 0.42721 -4.64313 1.04350 0.08 0.13 0.23 0.13
H -0.68250 -5.89338 1.48005 -0.76 0.30 -0.21 0.56
H -0.97684 -4.63394 0.10000 -0.81 -0.58 -0.02 0.27
C -8.01779 2.71531 -9.52993 -0.99 -0.87 1.12 -0.62
O -8.95084 2.32564 -8.54373 -0.40 -1.03 1.98 -0.37
C -8.36974 1.46868 -7.49001 0.00 0.62 -2.08 -0.63
C -8.36131 2.13281 -6.15843 -0.97 -1.17 1.05 -0.55
N -7.33469 1.48173 -5.31807 -1.66 0.84 -0.84 -0.29
C -7.49518 1.89362 -3.94725 2.29 0.43 0.52 -0.71
C -6.10698 1.67555 -3.31761 0.09 -0.86 0.54 -0.09
O -5.04313 2.23720 -4.12018 -0.64 -0.43 -0.43 -0.47
C -3.77166 1.58107 -4.07031 -0.51 0.11 1.64 -0.21
H -7.84327 1.77784 -10.05794 0.94 0.39 -0.65 0.25
H -7.19193 3.10210 -8.93290 0.65 0.33 -1.01 0.30
H -8.56474 3.43114 -10.14355 0.58 0.14 -0.12 0.22
H -7.33938 1.17118 -7.68482 0.29 0.27 -0.69 0.41
H -8.90361 0.51843 -7.49995 -0.30 0.15 0.20 0.32
H -9.32749 1.86336 -5.73182 -0.15 0.27 0.45 0.33
H -8.35715 3.22276 -6.16705 0.48 0.17 -0.31 0.33
H -6.43531 1.77773 -5.66964 0.26 0.08 0.27 0.25
H -8.25430 1.32173 -3.41361 0.09 -0.19 -0.05 0.33
H -7.68716 2.94699 -3.74314 -0.53 0.45 -0.67 0.36
H -6.02734 0.59667 -3.18421 0.68 -0.29 -0.37 0.23
H -6.08647 2.05298 -2.29525 0.15 0.49 0.03 0.19
H -3.12647 1.75186 -4.93209 -0.58 0.18 -0.27 0.30
H -3.86006 0.51671 -3.85253 -0.19 -0.24 -0.37 0.13
H -3.26841 1.98518 -3.19194 0.48 0.10 0.11 0.03
C 6.09961 2.46612 -3.78066 1.03 -0.90 0.09 -0.76
O 4.73919 2.78866 -3.79265 0.03 0.04 0.97 -0.12
C 4.16528 2.96818 -5.04398 -0.85 0.61 -0.18 -1.18
C 2.76395 3.66579 -4.83003 2.10 -1.05 -1.08 0.34
N 2.91733 4.86579 -4.07770 -0.27 0.22 0.65 -0.27
C 1.60013 5.28977 -3.55810 2.38 1.71 -0.88 0.23
C 1.84011 6.69469 -2.87179 -1.08 -1.49 0.67 -0.86
O 2.81457 6.70944 -1.82000 0.58 0.52 -1.45 -0.35
C 2.32655 6.30558 -0.59519 -1.37 -0.58 1.05 -0.21
H 6.32102 1.89337 -2.88008 -0.09 -0.14 -0.08 0.02
H 6.84930 3.25690 -3.80796 -0.55 1.01 0.14 0.34
H 6.41110 1.88199 -4.64660 -0.39 -0.54 -0.17 0.41
H 4.03404 2.02590 -5.57595 -0.28 -0.48 0.10 0.41
H 4.89156 3.49605 -5.66201 -0.36 0.79 -0.25 0.51
H 2.12212 2.98074 -4.27608 -0.24 -0.54 -0.35 -0.32
H 2.38947 3.85815 -5.83545 -0.46 -0.02 0.12 0.48
H 3.48363 4.58039 -3.29160 0.39 0.39 0.37 0.12
H 1.13381 4.47544 -3.00356 -0.37 0.20 0.49 -0.45
H 1.07690 5.49972 -4.49097 -0.79 0.01 0.27 0.57
H 0.87371 6.97417 -2.45218 -0.18 0.38 0.15 0.42
H 2.08685 7.41371 -3.65295 0.45 -0.16 0.23 0.34
H 1.77594 5.37136 -0.70549 0.11 -0.44 0.24 -0.07
H 1.59395 6.97488 -0.14417 -0.34 0.60 -0.36 0.41
H 3.05203 6.22078 0.21388 0.70 -0.21 -0.65 0.14
C 3.95814 -2.41556 -2.78938 -0.88 -1.09 3.29 0.84
O 4.45820 -2.63131 -1.69418 0.14 -0.26 0.88 -0.83
N 2.66239 -2.56318 -3.04951 -2.67 -0.44 0.22 -0.20
N 4.60715 -2.08484 -3.82459 3.35 1.87 -5.39 -0.34
H 2.10161 -3.06491 -2.37580 -0.24 0.31 0.04 -0.03
H 2.21346 -2.04482 -3.79105 0.04 -0.26 0.28 0.15
H 5.60083 -1.91448 -3.88516 -0.22 0.02 0.56 0.27
H 4.11123 -2.05177 -4.70384 0.36 0.02 0.15 0.14
C 7.12246 -0.32003 -0.38881 1.31 -0.45 -0.48 0.62
O 7.35096 0.29156 -1.40185 -0.86 1.30 -2.87 -0.70
N 6.70913 -1.57107 -0.32834 -0.89 -2.40 -0.12 -0.26
N 7.46050 0.18443 0.76607 0.73 2.08 1.99 -0.45
H 6.80934 -2.02189 0.56989 -0.46 -0.15 -0.31 0.20
H 6.07598 -1.91069 -1.03819 0.14 -0.49 0.04 0.14
H 7.27353 -0.35561 1.59883 -0.30 0.77 0.21 0.50
H 7.39713 1.18817 0.67341 0.59 0.04 0.93 0.13
C -0.79956 -1.32521 5.04463 -0.45 -0.33 -0.44 0.59
O -1.41200 -2.25098 4.62149 -2.36 -3.36 -1.43 -0.79
N 0.44320 -1.17987 4.78444 5.21 1.15 -0.74 -0.15
N -1.32566 -0.40759 5.76630 -2.15 2.45 2.24 0.04
H 0.75620 -0.22783 4.90993 0.88 -0.42 -0.39 0.15
H 0.89544 -1.84372 4.17216 -0.06 0.49 -0.07 0.06
H -2.29704 -0.58874 5.97540 0.15 0.78 0.54 -0.13
H -0.78661 0.37960 6.09774 -0.68 -0.14 0.18 0.10
C 5.47741 -1.96051 2.89509 1.05 1.57 -2.76 0.63
O 6.54808 -1.38465 2.67830 -0.26 -0.81 0.93 -0.84
N 5.12312 -2.54643 3.97469 0.53 -1.82 5.73 -0.30
N 4.48679 -2.09117 2.02624 -1.06 0.39 -2.30 -0.02
H 4.26376 -3.06674 4.07901 0.37 0.33 0.02 0.13
H 5.73971 -2.42233 4.76494 -0.26 -0.31 0.04 0.25
H 3.59642 -2.31109 2.44930 -0.16 0.27 -0.91 0.36
H 4.60548 -1.65236 1.12432 -0.45 -0.25 0.00 -0.24
C -3.50998 -2.87212 -3.82010 -0.45 -0.33 1.33 0.67
O -3.91713 -2.14509 -2.96643 -0.67 2.40 2.14 -0.50
N -2.36511 -3.47854 -3.81727 4.77 -1.42 0.35 -0.29
N -4.25043 -3.32918 -4.77964 -2.97 -0.45 -3.19 -0.49
H -2.08717 -3.97079 -4.65425 0.37 0.05 0.58 0.16
H -1.73961 -3.41442 -3.02686 0.11 0.10 -0.32 0.13
H -3.89994 -4.12194 -5.29809 -1.00 0.18 -0.02 0.14
H -5.22216 -3.09700 -4.63157 -0.03 -0.43 -0.77 0.26
C -4.16292 -4.13412 3.83231 -1.67 -2.21 0.16 0.62
O -5.12099 -4.84571 3.93618 -2.68 -1.88 0.80 -0.76
N -4.14267 -3.09742 3.08985 -0.18 5.67 -4.07 0.08
N -3.01122 -4.33506 4.35372 4.78 -1.73 2.45 -0.20
H -3.26787 -2.65552 2.84585 -0.20 0.02 0.28 -0.12
H -4.96064 -2.63701 2.71695 -0.27 -0.55 0.03 0.12
H -2.32324 -3.60290 4.25013 0.15 -0.41 0.57 0.39
H -2.77372 -5.16376 4.87997 -0.40 0.26 -0.20 0.21
O 0.54828 -4.27985 -1.90933 -0.20 1.31 -0.98 -0.52
H 0.36359 -4.89286 -1.19775 0.36 -0.65 0.02 0.40
H 0.75835 -4.83773 -2.65824 0.13 -0.19 -0.16 0.22
O -0.23204 3.06532 -5.45509 0.14 -0.16 -0.09 -0.57
H -1.00630 2.92990 -6.00137 -0.22 -0.03 -0.20 0.30
H -0.57198 3.45404 -4.64913 -0.05 0.16 0.26 0.23
O 2.01281 -3.46625 3.73840 0.35 0.25 -0.17 -0.66
H 2.43401 -4.24190 3.36802 -0.07 -0.42 -0.31 0.28
H 2.02143 -3.61676 4.68365 -0.20 -0.08 0.45 0.23
O -1.44633 4.30892 -0.85325 -0.18 0.58 0.13 -0.66
H -1.42366 4.33823 -1.80973 0.02 0.01 -0.19 0.29
H -1.49996 3.37665 -0.64292 0.35 -0.60 0.06 0.21
```
Forces are in eV/Å.

The calculation puts the total energy at -129439.318 eV. For the orbital gap, the calculation gives 0.28665 Eh. The calculation puts the molar mass at 1364.73 g mol⁻¹. The largest force on an atom comes out at 7.0 eV Å⁻¹. The HOMO energy comes out at -0.298 Eh. As for the charge: 0.